#P
83
Properties=species:S:1:pos:R:3 method="wB97M-V/def2-TZVPD" lumo_ev=-0.3826 e_homo_ev=-5.12 orbital_gap_ev=4.741
Ca -0.193 1.369 -0.491
C -2.060 1.903 -8.132
C -2.158 0.670 -7.630
C -1.393 -0.542 -8.094
C 0.009 -0.270 -8.683
C 0.866 0.597 -7.787
C 0.939 1.930 -7.817
C 0.213 2.843 -8.785
C -1.175 2.365 -9.260
C 1.520 0.804 1.394
H -2.778 2.669 -7.825
H -2.981 0.422 -6.957
H -1.973 -1.121 -8.840
H -1.278 -1.215 -7.226
H 0.507 -1.248 -8.784
H -0.086 0.115 -9.705
H 1.565 0.017 -7.183
H 1.703 2.450 -7.243
H 0.820 3.054 -9.683
H 0.090 3.818 -8.291
H -1.665 3.227 -9.737
H -1.063 1.623 -10.057
H 1.334 1.445 2.280
H 2.576 0.965 1.105
H 1.468 -0.233 1.776
P 1.612 -0.519 -1.652
P -1.448 -0.879 -1.699
N 2.610 0.800 -2.214
N 2.801 -1.721 -1.334
N -2.198 0.444 -2.642
N -2.843 -1.834 -1.427
C 0.877 -1.098 -3.247
C -0.534 -1.742 -3.026
C 2.491 2.141 -1.795
C 3.411 2.888 -2.510
C 4.095 1.998 -3.402
C 3.581 0.733 -3.209
C 3.709 -1.639 -0.255
C 4.391 -2.841 -0.166
C 3.898 -3.705 -1.203
C 2.915 -3.005 -1.889
C -2.348 1.772 -2.171
C -2.751 2.555 -3.237
C -2.819 1.723 -4.390
C -2.496 0.440 -3.994
C -3.945 -2.082 -2.256
C -4.814 -2.924 -1.585
C -4.233 -3.221 -0.301
C -3.023 -2.553 -0.228
H 1.565 -1.815 -3.728
H 0.814 -0.204 -3.905
H -1.103 -1.712 -3.970
H -0.448 -2.796 -2.689
H 1.835 2.437 -0.973
H 3.575 3.949 -2.423
H 4.874 2.271 -4.094
H 3.823 -0.218 -3.671
H 3.772 -0.736 0.333
H 5.157 -3.086 0.559
H 4.216 -4.711 -1.415
H 2.298 -3.297 -2.718
H -2.359 1.995 -1.095
H -2.981 3.615 -3.215
H -3.085 2.019 -5.394
H -2.487 -0.489 -4.555
H -4.011 -1.628 -3.236
H -5.760 -3.288 -1.950
H -4.661 -3.846 0.463
H -2.264 -2.522 0.542
C -2.007 0.801 1.690
C -1.605 0.401 3.005
C -1.533 -0.973 3.379
C -1.078 -1.350 4.633
C -0.688 -0.378 5.562
C -0.763 0.984 5.233
C -1.216 1.379 3.974
H -2.567 0.039 1.145
H -2.356 1.827 1.602
H -1.849 -1.735 2.658
H -1.042 -2.410 4.908
H -0.347 -0.683 6.564
H -0.485 1.745 5.972
H -1.276 2.441 3.716

=====

#Q
83
Properties=species:S:1:pos:R:3 method="wB97M-V/def2-TZVPD" lumo_ev=-0.0501 e_homo_ev=-5.90 orbital_gap_ev=5.853
Ca 0.139 0.052 2.637
C -1.887 1.903 -6.053
C -1.958 0.690 -5.490
C -1.148 -0.539 -5.750
C 0.205 -0.350 -6.476
C 1.149 0.557 -5.740
C 1.221 1.893 -5.768
C 0.408 2.887 -6.546
C -0.945 2.395 -7.114
C 1.724 0.572 3.985
H -2.597 2.664 -5.688
H -2.739 0.549 -4.730
H -1.751 -1.271 -6.313
H -0.949 -1.017 -4.774
H 0.675 -1.349 -6.554
H 0.033 -0.017 -7.506
H 1.859 0.038 -5.078
H 1.999 2.358 -5.150
H 1.013 3.295 -7.374
H 0.212 3.745 -5.881
H -1.414 3.259 -7.624
H -0.772 1.644 -7.892
H 1.258 1.341 4.588
H 2.590 0.903 3.461
H 1.880 -0.346 4.538
P 1.926 -0.525 0.780
P -1.329 -0.763 0.716
N 2.871 0.803 0.349
N 3.064 -1.704 1.164
N -1.887 0.549 -0.209
N -2.652 -1.673 1.173
C 1.060 -1.081 -0.707
C -0.319 -1.753 -0.414
C 2.648 2.149 0.729
C 3.509 2.931 -0.007
C 4.272 2.062 -0.864
C 3.858 0.769 -0.629
C 3.909 -1.694 2.306
C 4.510 -2.926 2.397
C 4.019 -3.739 1.314
C 3.134 -2.979 0.590
C -2.125 1.854 0.304
C -2.626 2.619 -0.724
C -2.694 1.794 -1.896
C -2.236 0.538 -1.550
C -3.717 -2.023 0.351
C -4.478 -2.961 1.012
C -3.860 -3.212 2.288
C -2.742 -2.419 2.377
H 1.725 -1.752 -1.253
H 0.911 -0.176 -1.308
H -0.892 -1.918 -1.328
H -0.189 -2.727 0.091
H 1.903 2.379 1.486
H 3.593 4.009 0.058
H 5.044 2.361 -1.562
H 4.173 -0.181 -1.036
H 3.982 -0.799 2.911
H 5.234 -3.222 3.145
H 4.299 -4.760 1.091
H 2.537 -3.204 -0.280
H -1.904 2.070 1.344
H -2.909 3.662 -0.655
H -3.037 2.087 -2.882
H -2.117 -0.365 -2.135
H -3.835 -1.537 -0.605
H -5.388 -3.412 0.637
H -4.213 -3.893 3.054
H -1.997 -2.277 3.154
C -1.617 0.648 4.138
C -1.245 0.281 5.480
C -1.178 -1.078 5.910
C -0.864 -1.412 7.227
C -0.591 -0.413 8.164
C -0.637 0.932 7.772
C -0.955 1.274 6.465
H -2.552 0.203 3.810
H -1.624 1.727 3.967
H -1.390 -1.877 5.192
H -0.835 -2.462 7.527
H -0.344 -0.678 9.190
H -0.418 1.713 8.502
H -0.990 2.326 6.170

=====

The structures above, arranged from the most stable to the least stable: #Q, #P.